No. 1
DFT (the ωB97M-V functional and the def2-TZVPD basis) results for C9H20CaClF5InNaO5P as an isolated structure in a non-equilibrium geometry.

Calculated values
Total energy = -3061.83715 a.u.
HOMO-LUMO gap = 3.679 eV
HOMO energy = -9.520 eV
Net charge = +1

XYZ file:
```
44
Properties=species:S:1:pos:R:3:lowdin_charge:R:1
C -0.13 -0.23 0.95 -0.100
C -0.71 0.63 -0.17 -0.233
C -1.54 -0.15 -1.18 -0.364
O -2.93 -0.10 -0.96 -0.347
In -3.61 -1.30 0.54 0.924
F -3.24 -0.36 2.24 -0.429
C -2.76 -3.31 0.45 -0.225
C -2.05 -3.71 1.69 -0.220
F -1.82 -5.16 1.62 -0.180
C -5.86 -1.40 0.37 -0.463
F -6.50 -0.09 0.50 -0.108
F -6.44 -2.19 1.18 0.034
F -6.22 -1.95 -1.03 -0.363
H -0.84 -0.97 1.32 0.026
H 0.74 -0.78 0.59 0.073
H 0.17 0.36 1.80 0.079
H 0.15 1.02 -0.72 0.079
H -1.24 1.50 0.20 0.117
H -1.35 0.30 -2.16 0.106
H -1.15 -1.17 -1.24 0.094
H -3.59 -3.99 0.30 0.013
H -2.08 -3.39 -0.41 0.036
H -2.63 -3.59 2.59 0.118
H -1.06 -3.29 1.78 0.104
C 5.18 0.66 -0.91 -0.086
O 3.79 1.02 -0.85 -0.208
P 3.37 2.44 -0.30 0.319
O 1.94 2.68 -0.34 -0.208
O 4.25 3.48 -1.13 -0.229
C 4.04 3.55 -2.55 -0.081
O 4.06 2.49 1.11 -0.208
C 4.12 3.75 1.81 -0.072
H 5.42 0.38 -1.94 0.090
H 5.83 1.47 -0.61 0.087
H 5.35 -0.20 -0.26 0.091
H 3.12 3.06 -2.85 0.088
H 4.89 3.08 -3.05 0.088
H 4.00 4.60 -2.84 0.091
H 3.79 4.57 1.18 0.086
H 5.15 3.92 2.11 0.091
H 3.49 3.69 2.69 0.092
Na -1.04 -6.14 -0.20 0.860
Ca -7.50 -0.57 -1.60 1.812
Cl -6.56 -4.63 0.29 -0.474
```



No. 2
DFT (the ωB97M-V functional and the def2-TZVPD basis) results for a 2-piece molecular cluster, C5H8N2O2 overall.

Calculated values
Total energy = -455.29628 a.u.
HOMO-LUMO gap = 10.466 eV
HOMO energy = -9.967 eV
Net charge = 0

XYZ file:
```
17
Properties=species:S:1:pos:R:3:lowdin_charge:R:1
C -1.82 0.32 0.45 -0.090
C 1.09 1.29 0.53 -0.046
N -1.10 -0.91 0.26 0.010
C 0.23 -1.20 0.22 -0.519
C -0.20 -0.61 -2.37 0.053
C 1.31 -0.14 0.16 -0.370
N 2.47 -0.48 -0.19 0.179
O 0.58 -2.37 0.19 0.042
O -0.51 0.47 -2.44 0.056
H -1.65 -1.76 0.24 0.146
H 2.55 -1.48 -0.40 0.070
H -2.89 0.08 0.53 0.095
H -1.69 1.00 -0.40 0.066
H -1.51 0.83 1.37 0.084
H 0.41 1.77 -0.17 0.063
H 0.69 1.39 1.53 0.077
H 2.04 1.80 0.47 0.082
```



No. 3
DFT (the ωB97M-V functional and the def2-TZVPD basis) results for an isolated ion of composition C11H17N2O2 and charge +1 in a non-equilibrium geometry.

Calculated values
Total energy = -688.97571 a.u.
SMILES string = C[C@H]1C(=O)N[N@+]2(C1=O)[C@@H]1CCCCC[C@@H]12
HOMO-LUMO gap = 10.700 eV
HOMO energy = -14.279 eV
Net charge = +1

XYZ file:
```
32
Properties=species:S:1:pos:R:3:lowdin_charge:R:1
C 2.15 2.31 -3.14 0.022
C 1.43 2.22 -1.80 -0.151
C 0.02 1.79 -2.19 -0.417
O -0.58 2.21 -3.14 0.168
N -0.48 0.89 -1.28 0.193
N 0.50 0.45 -0.41 -0.032
C 1.90 1.13 -0.94 -0.229
O 2.90 0.70 -0.57 0.269
C 0.50 -0.97 0.13 -0.152
C -0.59 -1.90 -0.10 -0.132
C -0.97 -2.76 1.21 -0.122
C -1.93 -1.90 1.99 -0.192
C -1.22 -0.69 2.76 -0.130
C -0.96 0.45 1.79 -0.132
C 0.38 0.24 1.05 -0.122
H 2.09 3.31 -3.40 0.088
H 1.84 1.50 -3.68 0.079
H 3.22 2.11 -3.03 0.108
H 1.33 3.11 -1.15 0.203
H -1.21 0.26 -1.38 0.125
H 1.51 -1.42 0.11 0.173
H -0.29 -2.41 -0.97 0.107
H -1.52 -1.26 -0.47 0.146
H 0.04 -2.82 1.77 0.145
H -1.40 -3.78 0.89 0.149
H -2.38 -2.41 2.74 0.075
H -2.76 -1.63 1.42 0.100
H -1.88 -0.28 3.52 0.123
H -0.36 -0.99 3.19 0.079
H -1.83 0.53 1.05 0.145
H -0.68 1.36 2.33 0.118
H 1.25 0.63 1.70 0.198
```



No. 4
DFT (the ωB97M-V functional and the def2-TZVPD basis) results for C53H52Cl3N2OP2SiTa as an isolated structure in a non-equilibrium geometry.

Calculated values
Total energy = -4644.72360 a.u.
HOMO-LUMO gap (alpha / beta) = 5.389 / 5.388 eV
HOMO energy (alpha / beta) = -12.768 / -12.767 eV
Net charge = +2

XYZ file:
```
115
Properties=species:S:1:pos:R:3:lowdin_charge:R:1
Ta 0.20 0.18 0.80 1.752
C -0.63 2.99 -1.51 -0.219
P -0.98 1.46 -2.62 1.120
C 0.51 0.43 -2.98 -0.378
C 0.19 -0.93 -2.98 -0.157
C 1.09 -1.89 -3.41 -0.081
C 2.33 -1.49 -3.89 -0.115
C 2.66 -0.14 -3.89 -0.071
C 1.78 0.81 -3.42 -0.122
C -1.22 2.29 -4.23 -0.360
C -0.19 2.72 -5.06 -0.075
C -0.47 3.38 -6.24 -0.060
C -1.78 3.61 -6.62 -0.060
C -2.82 3.18 -5.80 -0.068
C -2.54 2.52 -4.62 -0.108
C -1.50 2.66 -0.34 -0.377
C -2.81 3.06 -0.23 -0.002
C -3.51 2.05 0.48 0.017
C -2.61 1.09 0.80 -0.411
C -2.83 -0.35 1.12 -0.268
P -2.04 -1.09 -0.45 1.085
C -1.58 -2.87 -0.59 -0.371
C -2.06 -3.63 -1.66 -0.070
C -1.52 -4.87 -1.94 -0.047
C -0.49 -5.37 -1.17 -0.049
C -0.01 -4.63 -0.10 -0.081
C -0.55 -3.39 0.18 -0.220
C -3.56 -1.09 -1.48 -0.362
C -3.69 -0.47 -2.71 -0.106
C -4.89 -0.54 -3.40 -0.049
C -5.96 -1.25 -2.87 -0.044
C -5.81 -1.91 -1.66 -0.046
C -4.63 -1.84 -0.96 -0.101
N -1.33 1.46 0.37 -0.190
H 0.42 3.21 -1.33 0.037
H -1.07 3.85 -2.02 0.101
H -0.81 -1.23 -2.67 0.041
H 0.80 -2.93 -3.41 0.111
H 3.02 -2.22 -4.28 0.108
H 3.62 0.18 -4.27 0.120
H 2.08 1.85 -3.41 0.053
H 0.84 2.54 -4.80 0.082
H 0.34 3.70 -6.87 0.113
H -1.99 4.12 -7.54 0.114
H -3.84 3.36 -6.09 0.111
H -3.35 2.19 -3.98 0.088
H -3.22 3.94 -0.68 0.124
H -4.57 2.04 0.69 0.126
H -2.33 -0.66 2.03 0.011
H -3.90 -0.55 1.19 0.104
H -2.86 -3.25 -2.29 0.108
H -1.90 -5.44 -2.77 0.118
H -0.06 -6.33 -1.40 0.117
H 0.78 -5.03 0.53 0.113
H -0.18 -2.83 1.03 0.013
H -2.86 0.05 -3.14 0.021
H -4.99 -0.03 -4.35 0.114
H -6.90 -1.28 -3.40 0.117
H -6.63 -2.50 -1.27 0.119
H -4.52 -2.38 -0.03 0.109
C -2.49 -3.21 2.49 -0.163
Si -1.16 -2.30 3.53 0.518
C -0.13 -3.84 4.03 -0.138
C -2.23 -1.44 4.88 -0.156
N 0.03 -1.06 2.94 -0.131
C 0.90 -0.69 3.95 -0.327
C 0.84 -1.14 5.29 -0.062
C 1.78 -0.79 6.24 -0.045
C 2.86 0.01 5.92 -0.039
C 2.91 0.55 4.65 0.007
C 1.94 0.24 3.71 -0.218
O 1.90 0.98 2.52 -0.168
C 1.89 2.36 2.84 -0.296
C 3.04 3.13 2.69 -0.010
C 3.00 4.46 3.10 -0.036
C 1.85 4.99 3.65 -0.051
C 0.72 4.21 3.79 -0.043
C 0.73 2.89 3.38 -0.007
H -3.24 -3.53 3.21 0.054
H -2.09 -4.10 2.03 0.032
H -3.02 -2.66 1.73 -0.015
H -0.82 -4.59 4.40 0.047
H 0.62 -3.67 4.79 0.026
H 0.39 -4.28 3.18 0.026
H -2.23 -2.02 5.79 0.045
H -3.26 -1.37 4.56 0.032
H -1.90 -0.44 5.14 0.035
H 0.03 -1.76 5.61 0.064
H 1.65 -1.15 7.24 0.120
H 3.61 0.26 6.65 0.119
H 3.69 1.24 4.37 0.126
H 3.93 2.71 2.26 0.123
H 3.89 5.06 3.00 0.119
H 1.85 6.02 3.98 0.116
H -0.18 4.63 4.22 0.116
H -0.14 2.26 3.49 0.120
Cl 4.35 -1.89 -1.57 0.711
C 3.19 -2.75 -0.56 -0.789
Cl 1.93 -1.61 0.06 0.644
H 3.70 -3.17 0.31 0.061
H 2.66 -3.50 -1.15 0.043
Cl 3.31 3.52 -1.87 0.773
C 4.12 2.24 -1.03 -0.582
C 5.48 2.11 -1.20 -0.085
C 6.18 1.17 -0.47 -0.065
C 5.51 0.39 0.45 -0.105
C 4.14 0.51 0.61 -0.150
C 3.40 1.40 -0.16 -0.326
C 1.90 1.57 -0.14 -0.242
H 5.99 2.76 -1.90 0.114
H 7.25 1.06 -0.62 0.117
H 6.06 -0.31 1.06 0.115
H 3.66 -0.09 1.36 0.073
H 1.61 1.60 -1.18 -0.013
H 1.70 2.56 0.30 0.064
```



No. 5
DFT (the ωB97M-V functional and the def2-TZVPD basis) results for a 12-piece molecular cluster, C18H60N12O12 overall in a non-equilibrium geometry.

Calculated values
Total energy = -2281.54409 a.u.
SMILES string = NC(N)=O.NC(N)=O.NC(N)=O.NC(N)=O.NC(N)=O.NC(N)=O.CC(C)O.CC(C)O.CC(C)O.CO.CO.CO
HOMO-LUMO gap = 8.523 eV
HOMO energy = -8.670 eV
Net charge = 0

XYZ file:
```
102
Properties=species:S:1:pos:R:3:lowdin_charge:R:1
N -0.53 -0.28 -0.55 0.166
C -0.01 0.52 0.32 -0.612
N 1.21 0.30 0.53 0.204
O -0.73 1.56 0.82 -0.093
H -1.57 -0.09 -0.87 0.113
H -0.01 -0.70 -1.27 0.077
H 1.67 0.93 1.16 0.064
H 1.75 -0.47 0.16 0.081
N -0.40 -2.82 0.26 0.148
C 0.72 -3.39 0.03 -0.517
N 0.72 -4.70 0.13 0.209
O 1.91 -2.65 -0.23 -0.126
H -0.49 -1.78 0.07 0.082
H -0.87 -3.22 1.08 0.133
H 1.61 -5.13 0.08 0.122
H -0.08 -5.27 0.14 0.117
N 1.00 4.03 -2.79 0.168
C 0.61 3.05 -2.06 -0.612
N 1.64 2.44 -1.59 0.175
O -0.69 2.68 -1.75 -0.097
H 0.33 4.75 -3.16 0.159
H 1.96 4.29 -2.89 0.114
H 1.43 1.65 -0.99 0.079
H 2.61 2.73 -1.84 0.158
N 1.97 1.96 2.52 0.160
C 2.68 2.67 1.75 -0.713
N 2.05 3.56 1.12 0.198
O 3.98 2.47 1.55 -0.082
H 2.41 1.23 3.11 0.074
H 1.03 2.04 2.83 0.123
H 2.44 4.05 0.35 0.106
H 1.03 3.80 1.26 0.097
N -2.72 0.60 -1.79 0.131
C -3.71 0.87 -0.97 -0.670
N -3.35 1.32 0.14 0.222
O -4.96 0.54 -1.30 -0.083
H -3.02 0.25 -2.73 0.061
H -1.98 1.30 -1.88 0.080
H -4.10 1.53 0.84 0.168
H -2.46 1.62 0.36 0.020
N 2.81 0.02 4.31 0.111
C 2.83 0.08 5.64 -0.580
N 4.05 0.20 6.07 0.125
O 1.71 0.13 6.48 -0.128
H 1.87 0.11 3.86 0.068
H 3.74 0.25 3.78 0.176
H 4.21 0.26 7.09 0.125
H 4.86 -0.30 5.62 0.140
C 1.64 -1.26 -4.63 -0.065
C 1.30 -0.93 -3.26 -0.676
C 2.70 -0.60 -2.69 -0.032
O 0.46 -0.03 -3.23 -0.002
H 0.73 -1.61 -5.18 0.092
H 2.24 -2.18 -4.68 0.100
H 2.14 -0.50 -5.22 0.093
H 0.99 -1.84 -2.68 0.159
H 2.51 -0.40 -1.63 0.037
H 3.01 0.29 -3.12 0.067
H 3.39 -1.37 -2.78 0.075
H 0.89 0.83 -3.41 0.128
C -3.96 -2.56 -2.83 -0.020
C -3.02 -2.65 -1.69 -0.627
C -3.88 -2.51 -0.41 -0.021
O -2.37 -3.67 -1.46 0.000
H -4.71 -3.31 -2.81 0.087
H -3.45 -2.70 -3.77 0.068
H -4.55 -1.70 -2.92 0.062
H -2.33 -1.89 -1.61 0.077
H -4.47 -1.64 -0.56 0.047
H -3.30 -2.29 0.44 0.031
H -4.61 -3.25 -0.12 0.092
H -1.64 -3.46 -0.83 0.055
C -1.61 -1.65 3.12 -0.014
C -0.97 -0.35 3.55 -0.620
C -1.07 -0.09 5.00 -0.064
O 0.27 -0.16 3.38 -0.047
H -2.25 -1.49 2.26 0.056
H -2.25 -2.11 3.86 0.082
H -0.69 -2.31 2.99 0.108
H -1.57 0.54 3.08 0.163
H -0.79 -0.93 5.67 0.104
H -2.09 0.07 5.24 0.069
H -0.61 0.81 5.37 0.077
H 0.46 -0.09 2.43 0.085
C -1.78 4.78 1.02 -0.099
O -0.66 4.10 1.62 -0.139
H -1.60 5.82 0.89 0.068
H -2.54 4.58 1.72 0.073
H -1.96 4.48 0.00 0.074
H -0.73 3.23 1.30 -0.033
C 4.34 -0.37 0.13 -0.200
O 3.61 -1.11 1.04 -0.108
H 3.84 0.51 -0.19 0.038
H 4.67 -0.91 -0.77 0.085
H 5.31 -0.17 0.58 0.088
H 3.07 -1.71 0.58 -0.025
C -1.94 -0.78 -4.58 -0.164
O -3.08 -0.10 -4.21 -0.132
H -1.59 -1.26 -3.69 0.060
H -1.14 -0.10 -4.97 0.098
H -2.19 -1.61 -5.26 0.094
H -3.31 0.60 -4.88 0.152
```